Entry 1:
{"formula": "C3H6N3O2", "method": "ωB97M-V with the def2-TZVPD basis set", "e_homo_ev": -13.65, "charge": 1, "largest_force_ev_per_a": 6.2, "spin_multiplicity": 1, "e_lumo_ev": -3.56, "orbital_gap_ha": 0.371, "e_above_lowest_kcal_mol": 144.2, "species": ["O", "O", "N", "N", "N", "C", "C", "C", "H", "H", "H", "H", "H", "H"], "positions_angstrom": [[-0.30, -1.50, 2.06], [0.61, -1.47, -0.02], [-0.30, 2.71, 1.34], [-0.05, -0.78, 0.90], [0.70, -1.95, -3.45], [0.95, -1.49, -2.37], [-0.91, 1.67, 0.83], [-0.42, 0.40, 0.64], [1.08, -1.00, -0.85], [-1.94, 1.91, 0.50], [-0.85, 3.51, 1.22], [-0.01, -2.43, 2.02], [0.77, -2.28, -4.36], [0.67, 2.70, 1.54]]}


Entry 2:
{"formula": "C19H40AlINO7S", "method": "ωB97M-V with the def2-TZVPD basis set", "e_homo_ev": -4.84, "charge": -1, "largest_force_ev_per_a": 3.1, "spin_multiplicity": 1, "e_lumo_ev": 2.27, "orbital_gap_ha": 0.261, "e_above_lowest_kcal_mol": 17.1, "species": ["I", "S", "Al", "O", "O", "O", "O", "O", "O", "O", "N", "C", "C", "C", "C", "C", "C", "C", "C", "C", "C", "C", "C", "C", "C", "C", "C", "C", "C", "C", "H", "H", "H", "H", "H", "H", "H", "H", "H", "H", "H", "H", "H", "H", "H", "H", "H", "H", "H", "H", "H", "H", "H", "H", "H", "H", "H", "H", "H", "H", "H", "H", "H", "H", "H", "H", "H", "H", "H", "H"], "positions_angstrom": [[0.41, -0.08, 2.82], [-2.42, 0.68, -5.48], [-1.11, -1.18, 0.97], [4.03, -1.07, 2.44], [-1.55, 1.96, -5.06], [6.03, -5.08, 0.11], [-7.11, 1.53, 2.81], [1.20, 1.95, -2.66], [-3.79, 1.04, -5.33], [-2.10, 0.34, -6.82], [-5.18, 1.97, 3.95], [-2.03, -0.13, -2.87], [4.32, -3.43, 0.27], [-4.69, -0.36, 3.17], [4.69, -0.68, 3.38], [1.54, 2.93, -4.80], [-5.10, 0.56, 4.32], [5.76, -1.55, 4.01], [4.47, 0.69, 3.97], [-3.45, 0.13, 2.40], [3.35, 1.55, -3.59], [1.95, 2.13, -3.59], [-6.21, 2.26, 3.03], [6.54, -3.02, -0.96], [-0.62, -0.29, -0.78], [5.66, -3.96, -0.16], [-3.09, -0.95, 1.32], [-2.07, -0.64, -4.33], [-6.06, 3.60, 2.38], [-1.12, -1.05, -2.03], [3.48, 0.87, -4.43], [-5.18, 3.57, 1.74], [1.58, 2.31, -5.69], [-1.11, -1.09, -4.55], [-1.00, 0.73, -0.74], [-5.32, 2.53, 4.79], [-1.63, 0.87, -2.82], [-3.68, -0.73, 0.43], [7.47, -3.52, -1.20], [-3.02, -0.15, -2.43], [2.20, 3.79, -4.92], [-1.63, -1.99, -1.78], [3.67, 1.19, 3.42], [4.09, 2.35, -3.66], [6.73, -1.05, 3.93], [-4.36, 0.45, 5.10], [-4.40, -1.31, 3.60], [-6.95, 3.90, 1.85], [-2.63, 0.27, 3.09], [-3.44, -1.90, 1.73], [3.51, 1.00, -2.66], [4.45, -2.55, 0.90], [0.47, -0.26, -0.82], [-5.50, -0.52, 2.46], [-3.71, 1.04, 1.87], [-0.26, -1.27, -2.66], [-2.17, 2.55, -4.59], [5.81, -2.50, 3.49], [-6.05, 0.18, 4.71], [6.76, -2.13, -0.37], [4.17, 0.60, 5.01], [5.52, -1.73, 5.06], [0.52, 3.28, -4.66], [5.38, 1.28, 3.89], [6.03, -2.74, -1.88], [-2.88, -1.35, -4.42], [3.79, -4.19, 0.83], [-0.81, -2.77, 0.95], [3.72, -3.16, -0.61], [-5.82, 4.31, 3.17]]}


Entry 3:
{"formula": "C24H27N3O4", "method": "ωB97M-V with the def2-TZVPD basis set", "e_homo_ev": -8.16, "charge": 0, "largest_force_ev_per_a": 0.6, "spin_multiplicity": 1, "e_lumo_ev": 0.53, "orbital_gap_ha": 0.319, "e_above_lowest_kcal_mol": 20.5, "species": ["O", "O", "O", "O", "N", "N", "N", "C", "C", "C", "C", "C", "C", "C", "C", "C", "C", "C", "C", "C", "C", "C", "C", "C", "C", "C", "C", "C", "C", "C", "C", "H", "H", "H", "H", "H", "H", "H", "H", "H", "H", "H", "H", "H", "H", "H", "H", "H", "H", "H", "H", "H", "H", "H", "H", "H", "H", "H"], "positions_angstrom": [[1.47, 0.96, 1.14], [3.76, 1.46, 3.80], [-1.58, -0.89, -4.20], [-3.26, -4.47, -1.63], [-4.07, -5.07, -3.64], [-0.78, -2.42, -2.68], [2.28, 2.82, 2.71], [-1.76, -4.39, -3.53], [2.91, 1.66, 2.96], [2.68, 6.62, 4.46], [-1.87, -3.27, -4.56], [0.96, 0.06, 0.23], [-5.41, -5.38, -3.18], [0.72, -2.09, -0.81], [-3.10, -4.64, -2.82], [3.36, 4.30, 4.34], [2.43, 0.51, 2.06], [-0.72, -3.86, -2.54], [-0.54, -0.23, -1.63], [2.45, 4.07, 3.32], [2.85, 7.99, 5.03], [3.47, 5.56, 4.90], [1.77, 6.38, 3.43], [3.89, 8.79, 4.24], [-5.74, -6.83, -3.40], [0.03, 0.58, -0.68], [-0.20, -1.58, -1.71], [1.65, 5.13, 2.87], [-1.41, -2.02, -3.81], [-6.82, -7.25, -4.03], [1.30, -1.28, 0.16], [1.59, 2.79, 1.97], [0.28, -4.24, -2.78], [2.01, -1.72, 0.84], [3.97, 3.49, 4.69], [-1.44, -5.34, -3.98], [-6.14, -4.74, -3.69], [3.17, 7.92, 6.08], [1.89, 8.52, 5.01], [2.03, -0.28, 2.71], [-7.02, -8.30, -4.16], [-1.25, 0.18, -2.33], [3.58, 8.88, 3.20], [-0.98, -4.15, -1.52], [-0.23, 1.62, -0.62], [3.32, 0.11, 1.55], [4.01, 9.78, 4.66], [-2.87, -3.12, -4.96], [-1.19, -3.43, -5.40], [0.94, 4.96, 2.07], [-3.87, -5.24, -4.61], [4.18, 5.72, 5.69], [4.85, 8.28, 4.27], [-5.42, -5.15, -2.11], [-7.55, -6.57, -4.43], [1.15, 7.19, 3.07], [-5.01, -7.52, -3.00], [1.02, -3.13, -0.84]]}